(1)
{
  "formula": "C4H8O",
  "method": "ωB97M-V with the def2-TZVPD basis set",
  "elements": ["C", "C", "C", "C", "O", "H", "H", "H", "H", "H", "H", "H", "H"],
  "coordinates": [[-2.28594, 0.19657, 0.50730], [0.25244, -1.33105, -0.40763], [0.32132, 1.24798, -0.56532], [0.14733, 0.04677, 0.22313], [-2.94671, -0.71802, 0.24930], [-2.58586, 1.26148, 0.63854], [-0.61306, -1.57098, -0.96504], [0.40724, -2.07882, 0.27295], [1.13190, -1.37046, -1.00029], [-0.26038, 0.80530, -1.44388], [1.41932, 1.17804, -0.80820], [0.07526, 2.14579, -0.12300], [0.28444, 0.27781, 1.32333]],
  "lowdin_charge": [-0.116, -0.101, -0.154, -0.267, 0.035, 0.070, 0.061, 0.044, 0.068, 0.110, 0.101, 0.045, 0.104],
  "total_energy_ev": -6321.0021,
  "de_lowest_kj_mol": 401.9,
  "orbital_gap_ev": [8.2, 8.4]
}



(2)
{
  "formula": "CH3Br2P",
  "method": "ωB97M-V with the def2-TZVPD basis set",
  "elements": ["C", "P", "Br", "Br", "H", "H", "H"],
  "coordinates": [[-0.27588, 0.30631, -0.31871], [-0.08408, 0.24379, 1.46638], [1.66705, 2.32355, -0.37961], [-1.67025, -1.22274, 1.88188], [-0.98937, 1.15005, -0.62918], [0.21318, -0.34144, -0.99966], [1.03788, -0.80314, 1.65461]],
  "lowdin_charge": [-0.413, 0.272, -0.037, 0.186, 0.039, -0.002, -0.045],
  "total_energy_ev": -150457.3307,
  "de_lowest_kj_mol": 327.3,
  "orbital_gap_ev": [7.1, 6.9]
}



(3)
{
  "formula": "C6H18B2Ca2F10O3",
  "method": "ωB97M-V with the def2-TZVPD basis set",
  "elements": ["Ca", "Ca", "B", "F", "F", "F", "F", "B", "F", "F", "F", "F", "F", "F", "C", "C", "O", "H", "H", "H", "H", "H", "H", "C", "C", "O", "H", "H", "H", "H", "H", "H", "C", "C", "O", "H", "H", "H", "H", "H", "H"],
  "coordinates": [[22.23368, 28.63351, 7.69778], [25.12292, 30.78592, 7.20704], [20.69361, 30.74293, 6.36275], [20.16762, 29.47736, 6.35576], [21.48000, 30.75027, 7.40304], [21.39344, 31.01971, 5.14464], [19.77955, 31.71152, 6.66879], [26.16645, 33.27913, 8.36636], [26.56874, 32.73929, 7.19147], [27.18605, 33.17652, 9.27159], [25.75897, 34.54131, 8.21549], [25.08808, 32.46325, 8.66797], [23.85874, 29.16320, 6.06409], [23.78795, 29.93536, 8.90294], [25.44216, 31.03875, 13.05808], [24.87212, 31.30532, 11.73842], [24.29655, 30.04332, 11.42904], [26.19699, 31.81744, 13.16751], [26.05437, 30.13900, 12.99682], [24.63773, 30.98748, 13.79181], [25.61758, 31.62851, 11.01184], [24.05106, 32.02080, 11.69322], [23.93462, 30.02623, 10.54004], [28.49925, 30.16411, 9.87450], [27.19631, 29.61292, 9.45521], [27.01401, 29.78421, 8.09546], [28.66654, 31.23512, 9.76034], [29.37069, 29.71026, 9.40257], [28.67251, 29.84910, 10.90350], [26.34315, 29.99812, 10.01364], [27.17637, 28.56277, 9.74657], [27.61553, 29.13826, 7.71793], [25.85938, 26.19166, 12.43567], [24.63230, 26.37039, 11.59477], [24.99473, 27.35413, 10.59878], [25.90291, 27.10491, 13.02914], [26.76373, 26.00769, 11.85567], [25.86163, 25.27164, 13.02018], [23.72285, 26.45581, 12.18951], [24.47238, 25.48287, 10.98253], [24.81731, 28.17319, 11.06703]],
  "lowdin_charge": [1.675, 1.632, -1.442, 0.112, 0.100, 0.094, 0.171, -1.461, 0.106, 0.173, 0.218, 0.028, -0.705, -0.619, -0.083, -0.324, -0.134, 0.084, 0.076, 0.089, 0.093, 0.129, 0.006, -0.063, -0.329, -0.166, 0.081, 0.081, 0.088, 0.093, 0.118, 0.121, -0.094, -0.310, -0.106, 0.077, 0.077, 0.074, 0.115, 0.100, 0.026],
  "total_energy_ev": -78080.4068,
  "orbital_gap_ev": 8.4
}



(4)
{
  "formula": "C18H25NO3",
  "method": "ωB97M-V with the def2-TZVPD basis set",
  "elements": ["C", "C", "C", "C", "C", "C", "C", "C", "C", "N", "C", "O", "C", "C", "C", "C", "O", "O", "C", "C", "C", "C", "H", "H", "H", "H", "H", "H", "H", "H", "H", "H", "H", "H", "H", "H", "H", "H", "H", "H", "H", "H", "H", "H", "H", "H", "H"],
  "coordinates": [[-3.22979, -1.99646, 1.47160], [-2.94554, -1.49703, 0.04915], [-3.79301, -2.28268, -0.95171], [-3.16906, -0.00176, -0.02369], [-4.38968, 0.53067, -0.41319], [-4.59248, 1.89699, -0.50032], [-3.56156, 2.76509, -0.19304], [-2.34246, 2.26292, 0.22081], [-2.14130, 0.89060, 0.31437], [-0.91043, 0.39861, 0.78746], [0.31745, 0.92495, 0.53352], [0.49932, 1.93853, -0.10548], [1.44997, 0.14791, 1.20001], [2.71611, 0.00444, 0.34335], [2.44214, -0.92555, -0.86150], [1.21902, -0.51511, -1.63645], [0.12225, -0.99258, -1.48024], [1.47299, 0.42868, -2.53835], [3.86935, -0.58423, 1.17315], [5.13849, -0.22167, 0.40009], [4.79935, 1.07267, -0.36189], [3.30868, 1.34250, -0.11359], [-2.64463, -1.45658, 2.21436], [-4.28171, -1.85132, 1.71007], [-3.00168, -3.05726, 1.55469], [-1.89982, -1.69394, -0.20997], [-4.84470, -2.28104, -0.67511], [-3.68820, -1.86300, -1.94888], [-3.45696, -3.31712, -0.97841], [-5.20335, -0.13142, -0.66364], [-5.55346, 2.27891, -0.81202], [-3.70545, 3.83282, -0.26354], [-1.53528, 2.93139, 0.46992], [-0.93910, -0.53854, 1.15738], [1.70398, 0.70462, 2.10726], [1.10627, -0.84457, 1.49848], [3.30101, -0.90175, -1.52921], [2.28145, -1.94374, -0.50184], [0.65350, 0.74364, -2.95116], [3.77024, -1.65809, 1.32855], [3.88357, -0.10058, 2.15122], [5.98452, -0.08673, 1.07263], [5.39903, -1.02042, -0.29479], [5.40358, 1.90850, -0.01229], [4.99680, 0.95394, -1.42701], [2.80796, 1.73129, -0.99566], [3.18263, 2.07352, 0.68489]],
  "lowdin_charge": [-0.056, -0.380, -0.073, -0.140, -0.038, -0.089, -0.083, -0.011, -0.167, 0.135, -0.468, 0.083, -0.031, -0.433, -0.019, -0.527, 0.106, 0.128, -0.140, -0.178, -0.164, -0.133, 0.073, 0.085, 0.079, 0.112, 0.072, 0.086, 0.079, 0.104, 0.099, 0.102, 0.108, 0.118, 0.136, 0.129, 0.132, 0.137, 0.144, 0.118, 0.120, 0.103, 0.103, 0.104, 0.105, 0.104, 0.125],
  "smiles": "CC(C)c1ccccc1NC(=O)CC1(CC(=O)O)CCCC1",
  "total_energy_ev": -26706.1123,
  "de_lowest_kj_mol": 30.1,
  "orbital_gap_ev": 9.0
}



Question: What is the formula in the third record?
Answer: C6H18B2Ca2F10O3